DFT (ωB97M-V/def2-TZVPD) results for a molecular structure, C30H33N7NdOPS.

relative energy (zero: lowest compared OMol25 entry of this formula, charge and spin): 26.7 kJ/mol
expectation value of S²: 3.75
electronic energy: -79515.5642 eV
HOMO level (alpha / beta): -0.506 / -0.506 hartree
charge: +2
spin multiplicity: 4

```
74
Properties=species:S:1:pos:R:3:lowdin_spin:R:1
Nd 0.08068 0.29925 -1.25180 3.03
N -0.29373 3.27132 0.61286 0.00
C -0.85441 3.51630 -0.56796 0.00
N -1.47022 4.68967 -0.72612 0.00
C -1.97441 4.91235 -1.94069 0.00
N -2.62005 6.05279 -2.15712 0.00
N -1.87795 4.07032 -3.01173 0.00
C -1.28401 2.93256 -2.75242 0.00
N -0.78125 2.55440 -1.54095 -0.01
C -1.10982 1.99548 -3.91528 0.00
C -1.26364 2.47172 -5.21549 0.00
C -1.06461 1.58492 -6.27409 0.00
C -0.71795 0.27565 -6.00631 0.00
C -0.56714 -0.11091 -4.67624 0.00
N -0.75690 0.73762 -3.64835 0.00
H -0.40953 3.98198 1.31844 0.00
H 0.01475 2.33692 0.89261 0.00
H -2.69830 6.72554 -1.41256 0.00
H -3.00323 6.25075 -3.06654 0.00
H -1.54130 3.49993 -5.38422 0.00
H -1.17966 1.92017 -7.29400 0.00
H -0.55807 -0.44433 -6.79506 0.00
H -0.28734 -1.13124 -4.42844 0.00
C 5.15661 -0.05939 -2.46581 0.00
C 4.79570 1.11492 -1.57809 0.00
S 3.30276 0.93238 -0.64085 0.00
O 2.24253 0.58692 -1.77312 0.00
C 3.55586 -0.59771 0.27368 0.00
C 2.95053 -1.83040 -0.37541 0.00
H 5.99589 0.22019 -3.09907 0.00
H 4.32711 -0.31873 -3.11794 0.00
H 5.45218 -0.93257 -1.88912 0.00
H 4.61698 2.03026 -2.14562 0.00
H 5.55197 1.36722 -0.82839 0.00
H 3.11012 -0.40006 1.24962 0.00
H 4.63564 -0.68645 0.39007 0.00
H 1.85581 -1.83595 -0.28617 0.00
H 3.29204 -2.71011 0.17435 0.00
H 3.23250 -1.95316 -1.41687 0.00
N 0.26226 0.30888 0.91168 -0.02
P -0.45557 -0.75635 1.85432 0.00
C -0.66265 -2.35778 1.00153 0.00
C -1.12033 -2.43246 -0.32345 0.00
C -1.42143 -3.62496 -0.95808 0.00
C -1.23406 -4.82121 -0.27197 0.00
C -0.76207 -4.78499 1.02787 0.00
C -0.48481 -3.57529 1.65640 0.00
C -2.13283 -0.30273 2.29126 0.00
C -2.91049 -1.21680 3.01325 0.00
C -4.22696 -0.93308 3.32038 0.00
C -4.79164 0.26690 2.89766 0.00
C -4.03012 1.17693 2.18527 0.00
C -2.70197 0.89598 1.88801 0.00
C 0.40404 -1.14260 3.37794 0.00
C -0.01296 -0.59483 4.58935 0.00
C 0.72118 -0.80949 5.74861 0.00
C 1.87176 -1.57642 5.70506 0.00
C 2.30142 -2.12550 4.50156 0.00
C 1.57402 -1.90691 3.34696 0.00
H -1.36443 -1.53608 -0.92236 0.00
H -1.79895 -3.62061 -1.97115 0.00
H -1.45915 -5.76475 -0.74653 0.00
H -0.61180 -5.70687 1.57111 0.00
H -0.13314 -3.59494 2.68100 0.00
H -2.48650 -2.15752 3.34149 0.00
H -4.81324 -1.64472 3.88362 0.00
H -5.82356 0.48672 3.12974 0.00
H -4.46302 2.11227 1.86214 0.00
H -2.11100 1.63790 1.35075 0.00
H -0.90532 0.01209 4.63883 0.00
H 0.38862 -0.38070 6.68275 0.00
H 2.43261 -1.75807 6.61043 0.00
H 3.19652 -2.72994 4.47165 0.00
H 1.90943 -2.36262 2.42318 0.00
```

***

DFT (ωB97M-V/def2-TZVPD) results for a molecular structure, C30H34Br3LiMgNO19PS.

electronic energy: -307931.1723 eV
HOMO level: -0.057 hartree
charge: -2
spin multiplicity: 1

```
91
Properties=species:S:1:pos:R:3:lowdin_charge:R:1
O -3.35659 6.73844 6.07928 -0.01
C -3.33954 6.67136 4.74545 -0.20
C -3.12224 8.08067 3.90736 0.06
C -2.58395 7.96673 2.51236 -0.10
C -2.17864 6.47943 1.87330 -0.21
O -1.19091 6.48553 0.97590 -0.15
C -2.98877 5.17886 2.44607 -0.07
C -3.30139 3.77713 1.66275 -0.16
C -2.65421 3.64768 0.16330 -0.17
C -1.31013 2.65288 0.11846 -0.24
N -0.08758 3.52549 0.29462 -0.11
C 1.15979 2.69655 0.63159 -0.18
C 1.21670 2.61736 2.30091 -0.06
C 0.39860 1.37424 2.98832 0.00
C 0.37177 1.26079 4.62771 -0.03
C 1.16637 2.41877 5.49043 -0.05
C 2.00592 3.67356 4.77962 -0.02
C 2.04379 3.79685 3.12690 -0.14
O 2.74877 4.93175 2.45559 -0.11
C -3.54852 5.30420 3.85078 0.08
H -3.40120 9.13961 4.34176 0.12
H -2.39628 8.89339 1.81133 -0.24
H -4.48396 3.72255 1.52855 0.12
H -3.03721 2.84956 2.36637 0.14
H -3.46374 3.07090 -0.49814 0.10
H -2.46670 4.66557 -0.38923 0.11
H -1.45536 1.83718 0.95316 0.09
H -1.21558 2.08185 -0.90705 0.11
H -0.27210 4.05393 1.20054 0.09
H 2.07411 3.34793 0.22894 0.12
H 1.15460 1.63627 0.12968 0.10
H -0.15230 0.60712 2.28537 0.10
H -0.25001 0.37646 5.09441 0.09
H 1.12565 2.34728 6.65765 0.07
H 2.58350 4.49700 5.37705 0.07
H 3.53535 5.18799 3.04944 0.11
H -4.16511 4.42389 4.32003 0.14
O 1.21997 -1.97208 4.41538 -0.40
S 2.67502 -1.89863 4.18952 0.16
O 3.20404 -3.25352 3.94920 -0.40
O 3.32819 -1.31971 5.37763 -0.40
O 2.94765 -1.04919 3.01578 -0.41
C 3.64775 -3.49873 -1.07869 0.09
C 2.89324 -3.62531 -2.17204 -0.22
C 1.92041 -2.56933 -2.56716 -0.33
O 1.25449 -2.70506 -3.58753 -0.09
C 1.79387 -1.38888 -1.69819 0.06
C 2.54599 -1.26411 -0.60302 -0.17
C 3.53809 -2.30703 -0.22329 -0.28
O 4.22815 -2.15555 0.77922 0.16
O 2.43026 -0.15861 0.21958 0.08
O 2.98888 -4.74379 -2.97950 0.00
H 4.36045 -4.25751 -0.78098 0.14
H 1.07039 -0.63739 -1.98730 0.12
H 3.07991 -0.30189 0.94203 0.10
H 2.34359 -4.59763 -3.70511 -0.06
Mg -1.78059 9.29214 0.47771 0.42
C 2.32466 -5.77450 -6.90238 -1.55
Br 4.26091 -5.94605 -6.82712 0.57
Br 1.43470 -7.47727 -6.59744 0.58
Br 1.67318 -4.39152 -5.69944 0.76
H 2.07096 -5.45882 -7.91973 -0.03
O -7.21254 9.52508 7.52175 -0.22
P -6.08157 8.57930 7.08535 -0.10
O -5.10044 9.33839 6.17717 -0.24
O -6.67777 7.38946 6.31510 -0.22
O -5.33612 8.06344 8.32721 -0.18
C -3.93821 -2.12654 -3.22329 -0.02
C -3.39503 -0.99459 -2.37566 -0.36
C -1.90148 -0.87365 -2.41457 -0.12
O -1.62070 -0.23497 -1.18092 0.04
C -2.62365 -0.59677 -0.32547 -0.50
O -2.61567 -0.39055 0.87551 0.17
O -3.63727 -1.22481 -0.99740 0.07
H -5.01220 -2.25284 -3.04737 0.10
H -3.77699 -1.93214 -4.28768 0.11
H -3.46516 -3.07964 -2.96497 0.00
H -3.88500 -0.05196 -2.64925 0.17
H -1.55159 -0.26697 -3.25528 0.16
H -1.38356 -1.83876 -2.42792 0.10
Li -2.41431 -3.82859 -1.80673 0.62
C 4.55187 -12.21668 -7.36986 -0.03
C 4.07684 -10.86484 -6.90837 -0.49
O 3.22380 -10.23931 -7.53596 0.01
C 4.68614 -10.30791 -5.64954 -0.02
H 4.02579 -12.49136 -8.29035 0.08
H 5.62446 -12.18292 -7.57678 0.08
H 4.33501 -12.96739 -6.60571 0.08
H 5.76470 -10.18914 -5.77990 0.09
H 4.47524 -10.97360 -4.80883 0.09
H 4.24837 -9.32655 -5.43803 0.07
```

***

DFT (ωB97M-V/def2-TZVPD) results for a molecular structure, C30H34Cl2CoN4O11P2S2Si.

relative energy (zero: lowest compared OMol25 entry of this formula, charge and spin): 89.3 kJ/mol
electronic energy: -170951.9795 eV
HOMO level: -0.198 hartree
charge: -1
spin multiplicity: 1

```
87
Properties=species:S:1:pos:R:3:lowdin_charge:R:1
Co -0.11499 -0.44144 -0.08034 0.58
C 2.35436 -2.72877 -2.83041 -0.06
C 1.96510 -1.26338 -2.97836 -0.55
O 2.51252 -0.70297 -4.18934 -0.07
P 0.15330 -1.03631 -3.05261 0.54
O -0.12564 -0.47752 -4.50823 -0.09
O -0.45925 -2.46815 -2.97608 -0.09
O -0.37819 -0.10371 -2.00505 -0.27
P 2.61061 -0.32391 -1.51490 0.33
O 2.23163 1.18824 -1.86579 -0.12
O 4.06997 -0.54337 -1.49024 -0.42
O 1.74479 -0.78210 -0.34779 -0.34
H 1.99095 -3.31108 -3.67722 0.09
H 1.93506 -3.14330 -1.91320 0.09
H 3.44061 -2.78501 -2.77487 0.08
H 3.33940 -0.26503 -3.94291 0.10
H 0.71144 -0.12134 -4.85693 0.08
H -1.38742 -2.56948 -2.67251 0.05
H 1.87862 1.62914 -1.06896 0.04
Cl 4.44861 -1.25854 0.75944 0.88
C 3.80079 -2.43736 1.84705 -0.53
C 4.20170 -3.75590 1.69308 -0.11
C 3.62705 -4.75083 2.46202 -0.10
C 2.63286 -4.43208 3.37400 -0.13
C 2.25475 -3.11202 3.53086 -0.58
Cl 1.03048 -2.72981 4.69922 0.70
C 2.84154 -2.07159 2.79790 -0.30
N 2.44158 -0.75696 3.01539 0.08
C 3.30021 0.30036 3.27332 -0.22
C 4.61083 0.08019 3.70714 -0.05
C 5.45675 1.13793 3.98510 -0.10
C 5.01063 2.44532 3.85397 -0.11
C 3.69797 2.66114 3.46505 -0.05
C 2.82795 1.61473 3.18716 -0.15
C 1.38713 1.92262 2.88393 -0.04
C 0.90073 1.41835 1.53821 -0.57
O 1.02321 2.10811 0.52633 0.05
O 0.27781 0.28565 1.59434 -0.13
H 4.94474 -3.98759 0.94298 0.10
H 3.93975 -5.77870 2.33822 0.10
H 2.16174 -5.19517 3.97601 0.10
H 1.46868 -0.55559 2.81230 0.10
H 4.96461 -0.93602 3.82006 0.11
H 6.47081 0.93464 4.30609 0.10
H 5.66521 3.28099 4.06214 0.09
H 3.32474 3.67480 3.37696 0.11
H 1.26641 3.00476 2.88097 0.12
H 0.73174 1.50410 3.65575 0.13
C -3.06394 -5.01760 0.33570 -0.18
Si -1.46197 -4.88122 1.28053 0.42
C -1.80097 -5.04035 3.11728 -0.19
C -0.27172 -6.21721 0.72028 -0.18
C -0.72393 -3.24292 0.93059 -0.14
C -0.40687 -2.13474 0.54862 -0.08
H -3.44036 -6.04423 0.32470 0.03
H -2.92602 -4.69451 -0.69509 0.01
H -3.83258 -4.37647 0.77339 0.04
H -2.29155 -5.99133 3.34156 0.02
H -2.45535 -4.23188 3.44909 0.03
H -0.88290 -4.98035 3.70270 0.00
H -0.57565 -7.20630 1.07158 0.02
H 0.73443 -6.01241 1.08855 0.01
H -0.22649 -6.24208 -0.37064 0.03
N -4.75036 1.70828 -6.82894 0.09
C -4.53553 0.84101 -5.75941 -0.33
C -5.26869 0.97562 -4.57999 -0.03
C -5.09470 0.08204 -3.53895 -0.07
C -4.17348 -0.95110 -3.65204 -0.27
C -3.45426 -1.10267 -4.83034 -0.06
C -3.63004 -0.21376 -5.87365 -0.03
S -3.94116 -2.11698 -2.33730 0.56
O -3.35771 -3.28591 -2.96295 -0.33
O -5.21272 -2.24831 -1.66632 -0.34
N -2.78818 -1.53307 -1.41108 -0.12
C -2.98008 -0.57672 -0.52143 -0.64
S -4.52603 0.13031 -0.08937 1.07
C -3.74919 1.20067 1.02051 -0.40
C -2.42954 0.96214 1.04139 -0.21
N -1.98579 -0.02709 0.18979 -0.04
H -5.13341 2.60673 -6.58642 0.08
H -3.99559 1.77016 -7.49188 0.08
H -5.98542 1.78328 -4.48464 0.11
H -5.69516 0.17250 -2.64451 0.08
H -2.75478 -1.92223 -4.92395 0.11
H -3.05911 -0.33453 -6.78693 0.11
H -4.30285 1.91546 1.60354 0.06
H -1.71436 1.46075 1.67055 0.11
```

***

So what do the calculations give for max |F|? Going down the list: 1.3 8.5 2.0 eV/A.